# 1
{"formula": "C5H7N3", "method": "ωB97M-V/def2-TZVPD", "species": ["N", "H", "C", "C", "H", "C", "H", "H", "H", "H", "C", "C", "N", "N", "H"], "positions_angstrom": [[-0.240, -0.253, 0.188], [1.200, -0.794, 1.351], [1.367, 0.119, 2.235], [-1.105, 0.091, -2.121], [-0.905, -2.364, -2.155], [-1.745, 0.562, -3.163], [2.603, 0.332, 2.544], [-0.336, -0.975, 0.814], [0.656, -0.171, 2.970], [0.749, 2.365, 1.867], [-0.392, -0.740, -1.088], [0.910, 1.448, 1.374], [0.212, 1.259, 0.292], [-0.436, -2.014, -1.381], [-2.539, 1.134, -3.726]], "forces_ev_per_a": [[1.125, 4.284, -4.525], [1.885, 2.720, 3.015], [3.067, 0.781, -4.284], [-2.850, 3.133, -5.631], [-0.788, 0.255, -2.039], [2.442, -1.847, 6.044], [-4.030, -1.044, -0.503], [0.099, -1.265, 2.395], [-0.120, 0.255, 1.194], [1.032, 1.572, -0.055], [-3.459, -1.733, -3.060], [-1.792, -5.098, 0.404], [-0.489, -2.909, 1.841], [2.271, 1.974, 4.438], [1.607, -1.079, 0.766]], "mulliken_charge": [-0.24, 0.23, -0.74, -0.08, 0.26, -0.21, 0.27, 0.31, 0.32, 0.37, 0.27, -0.07, -0.34, -0.69, 0.34], "max_force_ev_per_a": 7.046, "total_energy_ha": -358.71532, "homo_lumo_gap_ev": 9.70, "total_charge": 0, "relative_energy_kcal_mol": 190.2, "smiles": "[H]/N=C(\\C#C)N/N=C\\C", "spin_multiplicity": 1, "e_homo_ev": -9.26}

---

# 2
{"formula": "C17H40CrN5O20", "method": "ωB97M-V/def2-TZVPD", "species": ["H", "O", "C", "H", "C", "H", "O", "H", "H", "O", "O", "C", "C", "O", "H", "C", "H", "O", "H", "C", "H", "H", "H", "O", "N", "C", "H", "H", "H", "O", "C", "C", "H", "H", "H", "H", "H", "O", "H", "C", "C", "O", "H", "O", "H", "N", "H", "O", "N", "H", "O", "O", "H", "N", "H", "H", "H", "H", "C", "H", "C", "H", "H", "H", "O", "H", "H", "O", "Cr", "N", "H", "C", "O", "C", "H", "C", "O", "H", "O", "H", "C", "O", "H"], "positions_angstrom": [[-0.492, -1.370, -0.279], [5.891, -0.241, -0.115], [4.251, 0.960, 0.900], [-2.128, -0.993, -0.531], [-2.537, 7.837, -0.052], [-1.666, -4.042, 1.872], [-1.346, -1.700, -6.047], [-3.224, 8.191, -0.820], [-1.127, -2.525, -3.520], [2.307, -6.773, -1.411], [-1.617, 1.732, 0.074], [2.411, -7.938, -0.629], [1.926, 2.054, -3.341], [3.872, -1.069, -0.254], [1.293, 6.038, 1.178], [-0.756, -4.602, 1.656], [1.315, 0.223, -0.351], [-0.565, -3.924, -0.589], [2.281, -8.774, -1.316], [-0.055, 4.907, 4.271], [-0.960, 5.271, 4.757], [2.891, -2.928, -2.097], [3.271, -8.170, -0.001], [-1.621, 2.721, 3.211], [2.815, 2.859, -2.503], [-0.782, 0.165, 4.025], [3.571, 0.725, 1.719], [1.500, 5.589, -0.411], [1.041, 2.019, 0.006], [2.057, -4.773, -1.922], [-0.715, 0.751, -0.354], [2.476, -5.561, -0.972], [1.224, -3.066, -2.491], [5.152, 1.515, 1.161], [-2.711, 8.303, 0.918], [-1.006, -5.547, 2.139], [-0.916, -0.063, 2.968], [-2.640, 6.458, 0.147], [0.181, -4.058, 1.775], [1.957, -3.365, -1.742], [-4.560, -3.101, -0.532], [-4.076, -3.230, 1.622], [-1.742, -0.979, -2.944], [-0.925, -5.996, -0.180], [-0.150, -0.991, -3.786], [-0.801, -4.838, 0.210], [2.310, 2.112, -4.359], [2.324, 3.859, -1.948], [-4.793, -3.681, 0.747], [0.843, 5.487, 4.483], [4.030, 2.580, -2.467], [-2.933, -0.707, -4.962], [-0.660, 0.613, -1.434], [4.693, -0.270, 0.148], [-3.567, -3.292, -0.937], [0.749, 4.377, 0.664], [-5.335, -3.475, -1.201], [-1.404, -0.770, 1.079], [-0.620, 2.568, 3.951], [-1.544, 8.216, -0.296], [-1.249, -0.639, 0.008], [-0.101, -0.605, 4.387], [-0.242, 5.051, 3.207], [3.700, 1.517, 0.142], [-1.893, 4.662, 1.271], [0.956, 2.549, -3.388], [1.600, -3.002, -0.778], [-5.686, -4.529, 0.928], [-2.926, 2.718, 1.531], [-1.860, -1.296, -4.987], [-4.682, -2.025, -0.411], [-1.642, 5.626, 0.556], [0.176, 3.491, 4.439], [0.722, 0.987, 0.152], [-1.730, 0.058, 4.553], [0.802, 5.437, 0.413], [2.848, -5.121, 0.148], [1.499, -8.054, -0.043], [-0.064, 1.407, 4.275], [1.963, 1.023, -2.990], [-1.134, -1.452, -3.715], [-0.438, 6.064, 0.187], [0.722, 0.815, 1.229]], "forces_ev_per_a": [[0.183, -0.203, 0.118], [-1.070, -0.868, 0.050], [-0.359, -0.027, -0.498], [-0.271, 0.619, 0.026], [1.099, 1.889, 0.452], [0.319, 0.801, 0.012], [-0.451, 0.359, 2.266], [-0.125, -0.435, 0.248], [0.515, 0.054, 0.004], [0.796, -0.827, -0.398], [-1.787, 1.770, 0.976], [-1.243, -1.598, 0.418], [-0.225, -0.020, -0.851], [0.229, 0.147, 0.344], [-0.125, -0.400, 0.570], [-1.338, 0.231, -0.254], [0.611, 0.311, 0.195], [-0.774, -0.124, 1.368], [0.455, 0.208, -0.356], [-0.729, 0.066, -1.814], [0.303, -0.275, 0.534], [0.150, 0.170, 0.670], [0.277, 0.960, -0.226], [0.806, -0.084, 1.416], [2.065, 1.818, 0.675], [0.567, -0.626, -0.151], [0.294, -0.194, -0.056], [-0.777, -0.204, -0.570], [0.120, -0.128, -0.434], [-0.630, 0.600, -1.063], [-0.768, -0.758, 1.105], [0.467, 2.279, 3.967], [-0.186, -0.079, 0.067], [-0.279, -0.274, 0.215], [-0.602, 0.159, -0.086], [1.159, -0.042, 0.046], [-0.049, 0.602, -0.064], [0.681, -2.982, 0.473], [-0.183, -0.323, 0.768], [0.209, 0.346, -1.098], [-0.928, 0.648, -2.364], [0.119, -0.273, 0.610], [0.140, 0.074, -0.182], [-0.345, 0.910, 0.712], [-0.090, -0.347, -0.162], [0.971, -1.522, -2.595], [0.339, -0.210, 0.124], [0.602, -1.590, -0.522], [-1.114, -1.699, 1.994], [-0.095, -0.580, 0.594], [-2.614, 0.174, 0.102], [0.557, -0.483, 0.396], [-0.230, 1.168, -0.603], [1.219, 1.176, -0.209], [-0.015, -0.282, 0.424], [-0.270, 0.153, 0.026], [0.238, 0.038, -0.088], [-0.163, 0.079, 0.069], [0.236, -0.464, -1.179], [0.179, -0.589, -0.424], [1.028, -0.649, 0.260], [-0.064, 0.187, 0.185], [-0.031, 0.090, -0.103], [-0.031, 0.112, 0.102], [0.039, 0.115, -0.878], [0.008, -0.411, 0.554], [0.543, -0.459, 0.079], [1.747, 1.634, -0.620], [3.575, -1.251, -1.669], [-0.223, 0.627, -2.793], [0.052, -0.083, -0.006], [0.134, 2.146, -0.222], [-0.371, 0.396, 0.513], [-1.318, -0.458, 0.113], [0.096, 0.533, 0.085], [1.491, -0.018, 0.860], [-0.814, -1.956, -2.607], [0.073, 0.457, 0.493], [-1.390, -0.032, -0.216], [-0.222, 0.169, -0.011], [-0.438, -0.340, 0.514], [-2.182, 0.058, -0.583], [0.227, -0.166, 0.162]], "mulliken_charge": [0.07, -0.52, -0.45, 0.20, -0.66, 0.20, -0.55, 0.27, 0.24, -0.33, -0.67, -0.70, -0.83, -0.52, 0.31, -0.77, 0.31, -0.44, 0.29, -0.37, 0.33, 0.46, 0.31, -0.44, 0.89, -0.26, 0.22, 0.31, -0.12, -0.35, 1.21, 0.86, 0.19, 0.33, 0.29, 0.34, -0.10, -0.35, 0.32, -0.63, -0.64, -0.55, 0.17, -0.52, 0.15, 0.86, 0.39, -0.49, 0.88, 0.30, -0.52, -0.54, -0.04, 0.91, 0.21, 0.11, 0.37, -0.21, 0.72, 0.32, -0.78, 0.27, -0.10, 0.00, -0.30, 0.30, 0.28, -0.51, 1.08, 0.90, 0.25, 0.84, -0.30, -0.46, 0.34, -0.49, -0.66, 0.29, -0.29, 0.26, -0.38, -0.35, 0.08], "max_force_ev_per_a": 4.599, "total_energy_ha": -3493.96167, "homo_lumo_gap_ev": [6.79, 7.58], "total_charge": 1, "spin_multiplicity": 5, "e_homo_ev": [-11.87, -11.87]}

---

# 3
{"formula": "C3H4N2Si", "method": "ωB97M-V/def2-TZVPD", "species": ["N", "H", "C", "H", "H", "C", "H", "C", "Si", "N"], "positions_angstrom": [[2.186, -0.435, -3.185], [-0.650, 1.071, 0.746], [1.290, -0.093, -2.552], [1.179, 0.568, 0.556], [0.026, -0.613, 0.923], [0.178, 0.251, 0.428], [-1.280, -1.010, -1.974], [-0.982, 2.021, -1.938], [-0.257, 0.029, -1.428], [-1.667, 2.940, -1.902]], "forces_ev_per_a": [[0.235, 0.143, -0.144], [2.198, -1.849, -0.419], [-1.230, -0.375, 0.935], [0.869, 0.681, 0.066], [-0.636, -2.905, 1.852], [-2.966, 3.655, -2.564], [0.928, 1.058, 0.713], [0.924, -3.668, 0.904], [-0.119, 2.569, -1.194], [-0.202, 0.692, -0.149]], "mulliken_charge": [-0.35, 0.28, 0.18, 0.32, 0.36, -0.96, -0.02, 0.07, 0.52, -0.39], "max_force_ev_per_a": 5.360, "total_energy_ha": -515.67225, "homo_lumo_gap_ev": 11.94, "total_charge": 0, "relative_energy_kcal_mol": 0.0, "smiles": "C[SiH](C#N)C#N", "spin_multiplicity": 1, "e_homo_ev": -12.09}